The following is a DFT calculation (ωB97M-V/def2-TZVPD) of a molecular structure, C40H39N2O7PS5SbY in a non-equilibrium geometry.

Positions of all 96 atoms, in Å:
Y (1.115, -0.133, 0.681)
S (2.194, 1.310, 5.305)
Sb (2.990, 0.178, 3.476)
S (2.906, 1.512, 1.464)
S (1.472, -1.550, 2.878)
S (5.117, -0.576, 3.869)
O (-0.902, 0.079, 1.988)
P (-1.890, 0.559, 2.989)
C (-2.259, -0.724, 4.197)
C (-1.221, -1.074, 5.065)
C (-1.366, -2.181, 5.887)
C (-2.529, -2.940, 5.840)
C (-3.563, -2.590, 4.981)
C (-3.430, -1.480, 4.156)
C (-1.390, 2.020, 3.887)
C (-0.513, 2.898, 3.253)
C (-0.076, 4.025, 3.931)
C (-0.508, 4.272, 5.225)
C (-1.376, 3.391, 5.859)
C (-1.816, 2.259, 5.192)
C (-3.408, 0.985, 2.096)
C (-4.118, 2.159, 2.323)
C (-5.182, 2.500, 1.496)
C (-5.534, 1.671, 0.438)
C (-4.825, 0.498, 0.204)
C (-3.762, 0.157, 1.026)
H (-0.297, -0.502, 5.072)
H (-0.554, -2.463, 6.545)
H (-2.626, -3.818, 6.469)
H (-4.466, -3.189, 4.939)
H (-4.233, -1.200, 3.485)
H (-0.146, 2.673, 2.259)
H (0.640, 4.686, 3.460)
H (-0.136, 5.138, 5.760)
H (-1.681, 3.571, 6.883)
H (-2.468, 1.548, 5.687)
H (-3.830, 2.812, 3.140)
H (-5.721, 3.424, 1.665)
H (-6.350, 1.951, -0.218)
H (-5.082, -0.142, -0.632)
H (-3.169, -0.728, 0.817)
C (7.600, 0.598, 0.949)
C (6.533, -0.250, 0.310)
C (5.675, 0.273, -0.643)
C (4.590, -0.456, -1.105)
C (4.394, -1.735, -0.615)
C (5.268, -2.303, 0.308)
C (6.329, -1.554, 0.765)
S (2.938, -2.639, -0.989)
O (3.313, -4.022, -1.056)
O (2.491, -2.145, -2.372)
O (1.889, -2.314, -0.016)
H (7.725, 1.547, 0.423)
H (8.561, 0.077, 0.982)
H (7.290, 0.807, 1.979)
H (5.806, 1.297, -0.971)
H (3.879, -0.032, -1.801)
H (5.068, -3.294, 0.693)
H (6.973, -1.950, 1.541)
C (-3.076, 0.101, -3.783)
N (-2.448, 0.630, -2.581)
C (-2.392, 1.976, -2.369)
C (-1.685, 2.510, -1.360)
C (-0.889, 1.599, -0.555)
O (-0.037, 2.015, 0.267)
N (-1.053, 0.267, -0.706)
C (-1.834, -0.267, -1.666)
O (-2.053, -1.474, -1.799)
H (-4.139, 0.361, -3.819)
H (-2.974, -0.978, -3.756)
H (-2.579, 0.486, -4.675)
H (-2.953, 2.580, -3.071)
H (-1.629, 3.573, -1.179)
C (-0.474, -1.274, -7.904)
C (-0.111, -1.208, -6.443)
C (0.378, -0.042, -5.877)
C (0.789, 0.019, -4.545)
C (1.277, 1.348, -4.011)
C (0.704, -1.134, -3.753)
C (1.146, -1.145, -2.299)
O (1.472, -0.054, -1.688)
C (0.154, -2.311, -4.291)
C (-0.072, -3.548, -3.455)
C (-0.234, -2.327, -5.627)
H (-0.720, -0.286, -8.299)
H (-1.328, -1.935, -8.069)
H (0.362, -1.665, -8.491)
H (0.456, 0.855, -6.489)
H (1.205, 2.110, -4.791)
H (2.307, 1.288, -3.663)
H (0.693, 1.663, -3.147)
H (0.470, -1.807, -1.753)
H (0.860, -3.940, -3.049)
H (-0.543, -4.325, -4.059)
H (-0.733, -3.311, -2.616)
H (-0.645, -3.244, -6.043)

- Charge: -2
- Relative energy (zero: lowest compared OMol25 entry of this formula, charge and spin): 14.0 kcal per mole

Charges in e, computed with Löwdin, in the same order as the atoms:
1 Y 0.98
2 S -0.29
3 Sb -0.20
4 S -0.07
5 S -0.05
6 S -0.28
7 O -0.44
8 P 0.81
9 C -0.26
10 C -0.09
11 C -0.07
12 C -0.10
13 C -0.10
14 C -0.08
15 C -0.29
16 C -0.06
17 C -0.08
18 C -0.10
19 C -0.09
20 C -0.09
21 C -0.25
22 C -0.06
23 C -0.09
24 C -0.10
25 C -0.08
26 C -0.08
27 H 0.06
28 H 0.11
29 H 0.09
30 H 0.09
31 H 0.10
32 H 0.08
33 H 0.11
34 H 0.10
35 H 0.09
36 H 0.11
37 H 0.10
38 H 0.09
39 H 0.09
40 H 0.10
41 H 0.11
42 C -0.06
43 C -0.28
44 C -0.06
45 C -0.07
46 C -0.28
47 C -0.05
48 C -0.08
49 S 0.61
50 O -0.28
51 O -0.23
52 O -0.44
53 H 0.07
54 H 0.07
55 H 0.06
56 H 0.11
57 H 0.10
58 H 0.12
59 H 0.10
60 C -0.03
61 N -0.05
62 C -0.08
63 C 0.01
64 C -0.52
65 O -0.14
66 N 0.11
67 C -0.52
68 O 0.01
69 H 0.08
70 H 0.08
71 H 0.08
72 H 0.12
73 H 0.11
74 C -0.07
75 C -0.29
76 C -0.03
77 C -0.18
78 C -0.03
79 C -0.06
80 C -0.39
81 O -0.22
82 C -0.19
83 C -0.02
84 C -0.02
85 H 0.07
86 H 0.07
87 H 0.07
88 H 0.11
89 H 0.07
90 H 0.08
91 H 0.07
92 H 0.10
93 H 0.08
94 H 0.07
95 H 0.07
96 H 0.11

---

The following is a DFT calculation (ωB97M-V/def2-TZVPD) of a molecular structure, C40H40FN5O4ReS2SeSi.

Positions of all 95 atoms, in Å:
Re (0.508, -0.072, 0.363)
C (1.086, 0.067, 5.208)
Si (1.293, -0.273, 3.344)
C (1.734, -2.109, 3.315)
C (2.716, 0.863, 2.908)
N (-0.090, -0.026, 2.269)
C (-1.417, 0.195, 2.627)
C (-1.805, 0.299, 3.977)
C (-3.110, 0.441, 4.408)
C (-4.154, 0.494, 3.499)
C (-3.830, 0.413, 2.158)
C (-2.519, 0.276, 1.745)
F (-2.369, 0.261, 0.404)
H (2.082, -0.095, 5.627)
H (0.403, -0.611, 5.717)
H (0.801, 1.094, 5.434)
H (2.797, -2.266, 3.501)
H (1.490, -2.563, 2.359)
H (1.173, -2.632, 4.093)
H (3.591, 0.565, 3.491)
H (2.457, 1.892, 3.167)
H (2.990, 0.875, 1.858)
H (-1.037, 0.268, 4.723)
H (-3.302, 0.513, 5.472)
H (-5.182, 0.601, 3.818)
H (-4.583, 0.459, 1.381)
O (0.311, -0.047, -1.890)
S (0.386, -1.261, -2.784)
C (-0.821, -0.786, -4.063)
C (-2.159, -0.681, -3.389)
C (-2.603, 0.547, -2.912)
C (-3.790, 0.633, -2.205)
C (-4.537, -0.510, -1.961)
C (-4.092, -1.739, -2.421)
C (-2.908, -1.821, -3.132)
C (1.931, -1.091, -3.736)
C (2.211, 0.282, -4.253)
C (2.026, 0.579, -5.601)
C (2.267, 1.856, -6.081)
C (2.692, 2.848, -5.210)
C (2.875, 2.558, -3.866)
C (2.633, 1.281, -3.382)
H (-0.809, -1.552, -4.841)
H (-0.497, 0.170, -4.475)
H (-1.993, 1.429, -3.061)
H (-4.111, 1.589, -1.813)
H (-5.453, -0.446, -1.386)
H (-4.652, -2.640, -2.205)
H (-2.550, -2.786, -3.467)
H (1.868, -1.833, -4.535)
H (2.679, -1.406, -3.007)
H (1.698, -0.202, -6.279)
H (2.125, 2.075, -7.132)
H (2.878, 3.849, -5.575)
H (3.200, 3.329, -3.182)
H (2.765, 1.070, -2.327)
C (-6.774, -4.910, -1.123)
C (-6.833, -6.386, -0.839)
O (-7.838, -7.049, -0.976)
S (-5.348, -7.205, -0.295)
C (-4.148, -5.909, -0.205)
C (-3.967, -5.180, 0.973)
C (-3.057, -4.150, 1.035)
C (-2.267, -3.805, -0.083)
C (-2.435, -4.576, -1.253)
C (-3.355, -5.600, -1.311)
C (-1.369, -2.734, -0.029)
C (-0.646, -1.746, 0.104)
H (-7.776, -4.576, -1.382)
H (-6.084, -4.719, -1.947)
H (-6.391, -4.359, -0.266)
H (-4.567, -5.422, 1.843)
H (-2.941, -3.573, 1.943)
H (-1.817, -4.351, -2.111)
H (-3.473, -6.171, -2.224)
Se (2.511, -1.506, -0.041)
C (3.958, -0.349, -0.279)
N (4.919, 0.268, -0.455)
O (1.531, 1.539, -0.093)
N (1.112, 3.563, 0.933)
C (1.865, 4.663, 0.810)
C (2.051, 5.432, 1.987)
N (2.197, 6.072, 2.940)
C (2.527, 5.209, -0.314)
N (3.069, 5.694, -1.218)
C (-1.550, 3.145, 0.441)
O (-0.572, 2.189, 0.112)
C (0.782, 2.712, -0.143)
C (0.787, 3.241, -1.574)
H (-1.758, 3.799, -0.418)
H (-1.223, 3.755, 1.287)
H (-2.461, 2.605, 0.699)
H (0.201, 4.158, -1.673)
H (0.374, 2.461, -2.212)
H (1.800, 3.457, -1.895)

- Charge: -2
- Relative energy (zero: lowest compared OMol25 entry of this formula, charge and spin): 0.0 kcal per mole
- Spin multiplicity: 2

Charges in e, computed with Löwdin, in the same order as the atoms:
1 Re 1.13
2 C -0.21
3 Si 0.41
4 C -0.20
5 C -0.18
6 N -0.23
7 C -0.25
8 C -0.04
9 C -0.11
10 C -0.12
11 C -0.04
12 C -0.25
13 F 0.01
14 H 0.03
15 H 0.02
16 H 0.03
17 H 0.02
18 H -0.04
19 H 0.02
20 H 0.03
21 H 0.03
22 H -0.02
23 H 0.05
24 H 0.09
25 H 0.09
26 H 0.11
27 O -0.63
28 S 0.96
29 C -0.26
30 C -0.28
31 C -0.03
32 C -0.08
33 C -0.09
34 C -0.08
35 C -0.06
36 C -0.29
37 C -0.27
38 C -0.07
39 C -0.10
40 C -0.08
41 C -0.07
42 C -0.02
43 H 0.10
44 H 0.10
45 H 0.12
46 H 0.11
47 H 0.10
48 H 0.09
49 H 0.10
50 H 0.09
51 H 0.06
52 H 0.10
53 H 0.09
54 H 0.10
55 H 0.10
56 H 0.10
57 C -0.06
58 C -0.75
59 O -0.03
60 S 1.00
61 C -0.60
62 C -0.12
63 C -0.02
64 C -0.25
65 C -0.06
66 C -0.12
67 C -0.11
68 C -0.22
69 H 0.08
70 H 0.08
71 H 0.08
72 H 0.10
73 H 0.12
74 H 0.10
75 H 0.10
76 Se 0.63
77 C -0.77
78 N 0.03
79 O -0.32
80 N 0.13
81 C -0.36
82 C -0.25
83 N 0.08
84 C -0.26
85 N 0.10
86 C -0.09
87 O -0.22
88 C -0.67
89 C 0.00
90 H 0.08
91 H 0.09
92 H 0.07
93 H 0.09
94 H 0.07
95 H 0.03

---

The following is a DFT calculation (ωB97M-V/def2-TZVPD) of a molecular structure, C40H40GeN2O12OsP2S2 in a non-equilibrium geometry.

Positions of all 100 atoms, in Å:
Os (0.036, 0.398, -2.575)
C (-4.640, 2.397, 3.461)
C (-3.630, 2.652, 2.377)
C (-3.185, 3.947, 2.106)
C (-2.304, 4.194, 1.071)
C (-1.835, 3.135, 0.305)
C (-2.237, 1.838, 0.576)
C (-3.135, 1.605, 1.607)
S (-0.783, 3.510, -1.083)
O (-1.397, 4.599, -1.792)
O (0.573, 3.656, -0.679)
N (-0.888, 2.158, -2.039)
C (-2.091, 1.820, -2.629)
C (-3.304, 2.499, -2.732)
C (-4.333, 1.855, -3.391)
C (-4.158, 0.574, -3.916)
C (-2.936, -0.040, -3.785)
N (-1.932, 0.581, -3.154)
H (-5.477, 3.091, 3.379)
H (-4.192, 2.528, 4.448)
H (-5.030, 1.382, 3.393)
H (-3.561, 4.772, 2.700)
H (-1.981, 5.199, 0.833)
H (-1.861, 1.020, -0.019)
H (-3.471, 0.592, 1.796)
H (-3.397, 3.496, -2.337)
H (-5.283, 2.360, -3.509)
H (-4.964, 0.065, -4.422)
H (-2.717, -1.018, -4.191)
O (0.389, -3.534, -2.103)
P (1.408, -2.458, -2.641)
O (2.555, -3.023, -3.362)
O (0.590, -1.373, -3.398)
O (1.896, -1.706, -1.287)
P (2.840, -0.373, -1.460)
O (4.012, -0.896, -2.379)
O (3.289, 0.141, -0.175)
O (1.975, 0.614, -2.313)
H (-0.445, -3.086, -1.859)
H (3.748, -1.690, -2.907)
O (-1.123, -1.320, -1.233)
C (-0.611, -1.217, -0.073)
O (0.047, -0.223, 0.309)
C (-0.889, -2.366, 0.880)
C (-1.000, -1.896, 2.327)
Ge (0.458, -0.608, 2.820)
C (0.499, 1.366, 3.044)
C (-0.499, 2.074, 3.706)
C (-0.345, 3.432, 3.946)
C (0.813, 4.082, 3.542)
C (1.801, 3.382, 2.866)
C (1.648, 2.025, 2.613)
C (2.235, -1.417, 2.903)
C (3.264, -0.716, 3.535)
C (4.530, -1.265, 3.642)
C (4.785, -2.533, 3.137)
C (3.761, -3.253, 2.541)
C (2.494, -2.698, 2.427)
C (-0.053, -0.887, 4.885)
C (-1.373, -0.697, 5.271)
C (-1.744, -0.862, 6.600)
C (-0.796, -1.233, 7.543)
C (0.516, -1.449, 7.151)
C (0.893, -1.276, 5.821)
H (-0.050, -3.055, 0.748)
H (-1.798, -2.861, 0.537)
H (-0.944, -2.737, 3.015)
H (-1.962, -1.400, 2.474)
H (-1.398, 1.579, 4.048)
H (-1.128, 3.977, 4.460)
H (0.942, 5.138, 3.748)
H (2.687, 3.895, 2.516)
H (2.402, 1.491, 2.047)
H (3.073, 0.275, 3.928)
H (5.321, -0.699, 4.117)
H (5.779, -2.957, 3.205)
H (3.950, -4.249, 2.160)
H (1.706, -3.271, 1.952)
H (-2.129, -0.433, 4.538)
H (-2.776, -0.704, 6.892)
H (-1.080, -1.350, 8.581)
H (1.260, -1.753, 7.878)
H (1.918, -1.459, 5.530)
C (-0.234, 0.152, -7.463)
S (-0.134, -0.620, -5.806)
O (-1.280, -1.564, -5.796)
C (1.341, -1.561, -6.204)
C (2.581, -0.984, -5.984)
C (3.723, -1.697, -6.310)
C (3.611, -2.975, -6.840)
C (2.362, -3.551, -7.030)
C (1.215, -2.841, -6.707)
H (-0.297, -0.642, -8.203)
H (0.655, 0.762, -7.623)
H (-1.131, 0.769, -7.492)
H (2.652, 0.008, -5.548)
H (4.698, -1.260, -6.140)
H (4.503, -3.532, -7.094)
H (2.281, -4.554, -7.425)
H (0.226, -3.265, -6.831)

- Charge: 0
- Relative energy (zero: lowest compared OMol25 entry of this formula, charge and spin): 57.6 kcal per mole
- Spin multiplicity: 5

Löwdin atomic charge list, values in e, 99 entries:
1 Os 1.64
2 C -0.04
3 C -0.28
4 C -0.04
5 C -0.04
6 C -0.26
7 C -0.05
8 C -0.04
9 S 0.61
10 O -0.29
11 O -0.27
12 N -0.26
13 C -0.40
14 C 0.00
15 C -0.04
16 C -0.05
17 C -0.10
18 N -0.08
19 H 0.08
20 H 0.08
21 H 0.07
22 H 0.12
23 H 0.12
24 H 0.08
25 H 0.11
26 H 0.10
27 H 0.11
28 H 0.11
29 H 0.10
30 O -0.08
31 P 0.26
32 O -0.23
33 O -0.52
34 O -0.27
35 P 0.24
36 O -0.11
37 O -0.24
38 O -0.45
39 H 0.06
40 H 0.05
41 O -0.11
42 C -0.67
43 O -0.05
44 C -0.15
45 C -0.21
46 Ge 1.15
47 C -0.23
48 C -0.10
49 C -0.08
50 C -0.06
51 C -0.05
52 C -0.08
53 C -0.27
54 C -0.13
55 C -0.06
56 C -0.06
57 C -0.06
58 C -0.08
59 C -0.14
60 C -0.11
61 C -0.06
62 C -0.08
63 C -0.06
64 C -0.06
65 H 0.11
66 H 0.13
67 H 0.08
68 H 0.06
69 H 0.08
70 H 0.11
71 H 0.11
72 H 0.12
73 H 0.10
74 H 0.10
75 H 0.11
76 H 0.11
77 H 0.11
78 H 0.10
79 H 0.10
80 H 0.11
81 H 0.11
82 H 0.11
83 H 0.10
84 C -0.21
85 S 0.88
86 O -0.52
87 C -0.41
88 C -0.09
89 C -0.08
90 C -0.08
91 C -0.07
92 C -0.07
93 H 0.06
94 H 0.05
95 H 0.05
96 H 0.12
97 H 0.11
98 H 0.10
99 H 0.10